(1)
The following is a quantum chemistry calculation of the molecule C3H5FN2 at a distorted geometry, from the OMol25 dataset.

Output
* E_HOMO: -8.99 eV
* relative energy (zero: lowest compared OMol25 entry of this formula, charge and spin): 1.6036 eV
* lowest unoccupied orbital energy: 0.92 eV
* spin multiplicity: 1
* orbital gap: 9.91 eV
* structure (SMILES): N/N=C\C=C/F

Each line ends with the natural charge from an NBO analysis.
Element x y z (Å)
C (-0.70, 0.95, -0.46)  -0.03
C (0.68, 0.90, 0.11)  -0.37
C (1.59, -0.07, 0.00)  0.25
H (-2.10, -1.49, 0.62)  0.36
H (-0.52, -1.30, 0.77)  0.33
H (-1.06, 1.82, -0.97)  0.20
H (1.08, 1.82, 0.51)  0.23
H (2.55, -0.10, 0.47)  0.18
N (-1.30, -1.26, 0.10)  -0.61
N (-1.55, -0.04, -0.48)  -0.20
F (1.33, -1.23, -0.67)  -0.34

(2)
The following is a quantum chemistry calculation of the molecule C4H9N3O at a distorted geometry, from the OMol25 dataset.

Output
* E_HOMO: -6.95 eV
* relative energy (zero: lowest compared OMol25 entry of this formula, charge and spin): 5.3313 eV
* lowest unoccupied orbital energy: 0.62 eV
* spin multiplicity: 1
* orbital gap: 7.57 eV

Each line ends with the natural charge from an NBO analysis.
Element x y z (Å)
C (-0.74, -1.72, -1.02)  -0.42
N (-0.25, -0.59, -0.28)  -0.41
C (0.95, -0.02, -0.36)  0.60
N (1.71, 0.17, -1.46)  -0.79
C (-0.56, -0.06, 1.18)  0.08
C (-1.34, 1.05, 1.40)  -0.77
O (1.48, 1.82, 0.97)  -0.59
N (1.15, 0.45, 0.88)  -0.22
H (0.68, 2.14, 1.48)  0.48
H (1.33, -0.04, -2.37)  0.40
H (2.38, 0.92, -1.39)  0.42
H (-0.67, -0.91, 1.85)  0.20
H (-0.40, -2.68, -0.60)  0.20
H (-1.83, -1.70, -1.01)  0.22
H (-0.41, -1.67, -2.06)  0.20
H (-1.36, 1.85, 0.67)  0.19
H (-2.12, 1.00, 2.14)  0.22

(3)
The following is a quantum chemistry calculation of a structure of composition C10H33NO7Y at a distorted geometry, from the OMol25 dataset.

Output
* charge: +1
* E_HOMO: -11.86 eV
* lowest unoccupied orbital energy: -2.69 eV
* spin multiplicity: 1
* orbital gap: 9.17 eV

Each line ends with the Löwdin charge.
Element x y z (Å)
Y (0.52, 0.82, -0.36)  1.47
C (2.24, -3.16, 0.58)  -0.05
C (0.89, -2.42, 0.72)  -0.59
C (0.46, -2.49, 2.13)  -0.07
O (1.01, -1.11, 0.27)  -0.38
H (2.37, -4.16, 1.03)  0.09
H (2.92, -2.57, 1.09)  0.04
H (2.60, -3.20, -0.46)  0.08
H (0.14, -2.96, 0.07)  0.13
H (0.35, -3.52, 2.53)  0.10
H (-0.43, -1.80, 2.28)  0.08
H (1.28, -2.09, 2.73)  0.08
C (-1.82, 2.43, 2.62)  -0.07
C (-0.37, 2.04, 2.62)  -0.53
C (-0.02, 0.81, 3.52)  -0.05
O (0.14, 1.75, 1.35)  -0.40
H (-2.21, 2.66, 3.64)  0.10
H (-2.46, 1.66, 2.21)  0.06
H (-2.02, 3.35, 1.94)  0.10
H (0.25, 2.85, 3.10)  0.14
H (0.91, 0.38, 3.09)  0.06
H (-0.85, 0.06, 3.59)  0.09
H (0.18, 1.15, 4.51)  0.06
C (-3.32, -1.78, -1.81)  -0.04
C (-1.87, -1.44, -1.60)  -0.38
C (-1.32, -0.72, -2.86)  -0.18
O (-0.06, -0.13, -2.59)  -0.28
C (0.29, 0.92, -3.59)  -0.03
N (-1.73, -0.57, -0.42)  0.03
H (-3.69, -2.46, -1.06)  0.09
H (-3.35, -2.35, -2.73)  0.09
H (-3.92, -0.87, -1.91)  0.10
H (-1.12, -2.18, -1.41)  0.13
H (-2.02, 0.02, -3.30)  0.14
H (-1.21, -1.52, -3.61)  0.14
H (1.38, 1.10, -3.42)  0.10
H (-0.33, 1.76, -3.46)  0.06
H (0.07, 0.58, -4.59)  0.10
H (-1.36, -1.10, 0.37)  0.06
H (-2.59, -0.17, -0.12)  0.09
O (3.09, 0.79, 0.97)  -0.08
H (2.82, -0.07, 1.33)  0.05
H (3.53, 1.26, 1.71)  0.10
O (1.41, 3.11, -0.79)  -0.08
H (1.65, 3.26, 0.16)  0.09
H (2.19, 3.43, -1.22)  0.07
O (2.74, 0.54, -1.60)  -0.12
H (2.79, -0.22, -2.16)  0.06
H (3.48, 0.52, -0.88)  0.10
O (-1.19, 2.23, -1.44)  -0.08
H (-1.64, 2.70, -0.74)  0.07
H (-0.83, 2.91, -2.04)  0.07

(4)
The following is a quantum chemistry calculation of a structure of composition C13H21AsClSe3SmTe at a distorted geometry, from the OMol25 dataset.

Output
* E_HOMO (spin up / spin down): -7.30 / -7.29 eV
* relative energy (zero: lowest compared OMol25 entry of this formula, charge and spin): 0.0000 eV
* lowest unoccupied orbital energy (spin up / spin down): -0.65 / -0.64 eV
* spin multiplicity: 6
* orbital gap (spin up / spin down): 6.65 / 6.65 eV
* <S²>: 8.785

Each line ends with the natural charge from an NBO analysis.
Element x y z (Å)
Sm (-0.39, 1.40, -1.56)  1.14
Se (-0.31, 0.92, -4.33)  -0.41
Se (1.52, 2.22, -3.74)  -0.10
Te (0.33, 4.29, -2.76)  0.29
Se (0.98, 3.50, -0.42)  -0.56
C (0.85, -2.78, 0.58)  -0.62
C (0.61, -1.69, 1.61)  -0.68
As (0.92, 0.19, 0.97)  0.86
C (0.73, 1.02, 2.79)  -0.67
C (1.98, 0.78, 3.69)  -0.62
C (2.92, 0.22, 0.79)  -0.69
C (3.37, -0.35, -0.58)  -0.63
H (0.36, -3.69, 0.83)  0.22
H (1.94, -2.94, 0.58)  0.21
H (0.50, -2.58, -0.45)  0.21
H (1.23, -1.88, 2.49)  0.21
H (-0.39, -1.69, 1.98)  0.21
H (-0.18, 0.65, 3.23)  0.22
H (0.63, 2.10, 2.61)  0.23
H (2.22, -0.29, 3.78)  0.20
H (1.83, 1.20, 4.66)  0.22
H (2.89, 1.26, 3.29)  0.21
H (3.36, -0.30, 1.62)  0.22
H (3.20, 1.30, 0.90)  0.24
H (3.16, -1.40, -0.70)  0.21
H (4.48, -0.26, -0.74)  0.22
H (2.94, 0.23, -1.43)  0.22
Cl (-3.80, -2.68, -3.80)  -0.01
C (-3.49, -1.40, -2.64)  -0.10
C (-3.08, -1.74, -1.35)  -0.17
C (-2.71, -0.77, -0.41)  -0.27
C (-2.79, 0.58, -0.73)  -0.09
C (-2.24, 1.58, 0.15)  -0.81
C (-3.12, 0.91, -2.08)  -0.29
C (-3.46, -0.08, -3.02)  -0.18
H (-3.07, -2.81, -1.10)  0.23
H (-2.46, -1.13, 0.62)  0.22
H (-1.99, 1.38, 1.16)  0.22
H (-2.53, 2.61, -0.04)  0.23
H (-3.21, 1.93, -2.41)  0.23
H (-3.73, 0.20, -4.02)  0.23

(5)
The following is a quantum chemistry calculation of a structure of composition C4H6B2F8LiO3 at a distorted geometry, from the OMol25 dataset.

Output
* charge: -1
* E_HOMO: -8.14 eV
* relative energy (zero: lowest compared OMol25 entry of this formula, charge and spin): 0.0000 eV
* lowest unoccupied orbital energy: 2.24 eV
* spin multiplicity: 1
* orbital gap: 10.38 eV

Each line ends with the natural charge from an NBO analysis.
Element x y z (Å)
Li (0.52, -1.39, -1.96)  0.91
B (-0.04, -3.40, -1.05)  1.30
F (-0.28, -4.60, -0.34)  -0.57
F (1.27, -2.90, -0.92)  -0.58
F (-0.22, -3.58, -2.38)  -0.55
F (-0.91, -2.41, -0.63)  -0.57
B (0.23, -0.64, -4.24)  1.31
F (0.18, 0.43, -5.13)  -0.57
F (1.48, -0.77, -3.75)  -0.56
F (-0.55, -0.37, -3.12)  -0.58
F (-0.29, -1.75, -4.89)  -0.56
C (-1.31, 2.37, 3.16)  -0.65
C (-0.09, 2.17, 2.18)  0.07
C (0.94, 1.12, 2.61)  -0.10
O (1.25, 0.42, 1.37)  -0.46
C (0.40, 0.85, 0.43)  0.98
O (0.44, 0.31, -0.66)  -0.59
O (-0.54, 1.69, 0.90)  -0.47
H (-2.03, 3.01, 2.65)  0.23
H (-1.19, 2.88, 4.11)  0.22
H (-1.91, 1.47, 3.31)  0.23
H (0.42, 3.11, 2.01)  0.18
H (0.42, 0.40, 3.24)  0.19
H (1.81, 1.58, 3.09)  0.20

(6)
The following is a quantum chemistry calculation of a cluster of 2 separate species, C2H4N2O4 in total at a distorted geometry, from the OMol25 dataset.

Output
* E_HOMO: -10.40 eV
* relative energy (zero: lowest compared OMol25 entry of this formula, charge and spin): 1.2122 eV
* lowest unoccupied orbital energy: 0.61 eV
* spin multiplicity: 1
* orbital gap: 11.02 eV
* structure (SMILES): NC(=O)OO.N=C=O

Each line ends with the natural charge from an NBO analysis.
Element x y z (Å)
C (-1.08, -0.57, 0.38)  0.85
C (2.32, 1.02, -0.65)  0.86
N (-1.46, -1.75, 0.88)  -0.83
N (1.77, 1.84, 0.00)  -0.80
O (-0.88, -0.67, -0.96)  -0.26
O (-0.54, 0.55, -1.55)  -0.41
O (-0.92, 0.47, 0.98)  -0.66
O (2.79, 0.32, -1.45)  -0.50
H (-1.53, -2.55, 0.29)  0.41
H (-1.58, -1.84, 1.88)  0.41
H (-0.51, 1.17, -0.79)  0.48
H (1.62, 2.01, 0.98)  0.44

(7)
The following is a quantum chemistry calculation of a structure of composition C54H72MnN6O5P3SSe2, from the OMol25 dataset.

Output
* charge: +1
* E_HOMO (spin up / spin down): -9.48 / -9.48 eV
* relative energy (zero: lowest compared OMol25 entry of this formula, charge and spin): 1.3691 eV
* lowest unoccupied orbital energy (spin up / spin down): -2.58 / -2.59 eV
* spin multiplicity: 6
* orbital gap (spin up / spin down): 6.90 / 6.89 eV
* <S²>: 8.755

Each line ends with the Löwdin spin population.
Element x y z (Å)
Mn (0.30, -0.03, -0.29)  4.70
Se (-3.93, -1.62, -5.45)  0.00
P (-3.76, 0.29, -4.63)  0.00
C (-5.31, 0.85, -3.89)  0.00
C (-5.66, 0.43, -2.61)  0.00
C (-6.94, 0.66, -2.13)  0.00
C (-7.87, 1.31, -2.93)  0.00
C (-7.53, 1.73, -4.20)  0.00
C (-6.25, 1.51, -4.68)  0.00
C (-3.27, 1.56, -5.83)  0.00
C (-3.29, 1.26, -7.19)  0.00
C (-2.93, 2.23, -8.12)  0.00
C (-2.55, 3.49, -7.70)  0.00
C (-2.54, 3.80, -6.34)  0.00
C (-2.90, 2.83, -5.42)  0.00
C (-2.52, 0.38, -3.28)  0.01
C (-2.09, 1.26, -2.26)  0.01
N (-1.08, 0.60, -1.66)  0.03
N (-0.91, -0.58, -2.22)  0.04
N (-1.76, -0.73, -3.20)  0.01
P (-2.39, 2.80, -1.31)  0.01
Se (-1.45, 2.58, 0.59)  0.03
C (-4.15, 3.17, -1.15)  0.00
C (-4.84, 3.81, -2.18)  0.00
C (-6.16, 4.19, -1.99)  0.00
C (-6.80, 3.92, -0.79)  0.00
C (-6.11, 3.27, 0.23)  0.00
C (-4.79, 2.90, 0.05)  0.00
C (-1.67, 4.17, -2.25)  0.00
C (-2.01, 5.48, -1.93)  0.00
C (-1.38, 6.54, -2.57)  0.00
C (-0.41, 6.29, -3.53)  0.00
C (-0.07, 4.99, -3.86)  0.00
C (-0.69, 3.93, -3.22)  0.00
H (-4.94, -0.11, -2.01)  0.00
H (-7.21, 0.33, -1.14)  0.00
H (-8.87, 1.48, -2.55)  0.00
H (-8.26, 2.24, -4.82)  0.00
H (-5.99, 1.83, -5.69)  0.00
H (-3.57, 0.26, -7.50)  0.00
H (-2.94, 1.99, -9.17)  0.00
H (-2.28, 4.25, -8.43)  0.00
H (-2.24, 4.78, -6.00)  0.00
H (-2.87, 3.07, -4.37)  0.00
H (-4.36, 4.05, -3.12)  0.00
H (-6.69, 4.69, -2.79)  0.00
H (-7.83, 4.22, -0.64)  0.00
H (-6.61, 3.06, 1.17)  0.00
H (-4.24, 2.43, 0.86)  0.00
H (-2.77, 5.67, -1.18)  0.00
H (-1.65, 7.55, -2.32)  0.00
H (0.08, 7.12, -4.03)  0.00
H (0.67, 4.79, -4.63)  0.00
H (-0.45, 2.91, -3.50)  0.00
C (5.36, 4.37, 4.06)  0.00
C (5.52, 2.87, 3.85)  0.00
S (4.05, 2.03, 4.37)  0.00
O (2.97, 2.42, 3.49)  0.00
O (3.89, 2.18, 5.79)  0.00
C (4.40, 0.30, 4.05)  0.00
C (3.24, -0.61, 4.47)  0.00
N (2.02, -0.46, 3.65)  0.00
C (1.94, -0.81, 2.35)  0.01
N (0.80, -0.41, 1.81)  0.03
C (0.11, 0.26, 2.80)  0.01
C (0.86, 0.23, 3.93)  0.00
N (0.46, 0.73, 5.22)  0.00
O (1.07, 0.34, 6.20)  0.00
O (-0.47, 1.50, 5.22)  0.00
C (2.96, -1.62, 1.63)  0.00
H (6.25, 4.88, 3.69)  0.00
H (5.23, 4.60, 5.11)  0.00
H (4.49, 4.74, 3.51)  0.00
H (6.34, 2.46, 4.44)  0.00
H (5.66, 2.61, 2.80)  0.00
H (5.28, 0.04, 4.63)  0.00
H (4.63, 0.21, 2.99)  0.00
H (2.97, -0.44, 5.50)  0.00
H (3.56, -1.65, 4.38)  0.00
H (-0.86, 0.70, 2.64)  0.00
H (3.42, -2.36, 2.29)  0.00
H (3.75, -0.98, 1.23)  0.00
H (2.50, -2.13, 0.80)  0.00
C (-3.86, -1.59, 1.15)  0.00
C (-2.88, -1.21, 0.06)  0.00
O (-1.53, -1.17, 0.57)  0.04
H (-4.87, -1.61, 0.74)  0.00
H (-3.83, -0.88, 1.97)  0.00
H (-3.65, -2.59, 1.54)  0.00
H (-3.07, -0.20, -0.29)  0.00
H (-2.92, -1.89, -0.79)  0.00
H (-1.39, -1.93, 1.15)  0.00
C (6.99, -0.35, -2.16)  0.00
C (6.08, -1.57, -2.09)  0.00
C (4.62, -1.18, -2.36)  0.00
C (4.31, 0.24, -1.85)  0.01
C (5.17, 0.52, -0.62)  0.00
C (6.64, 0.66, -1.06)  0.00
P (2.51, 0.61, -1.69)  0.03
C (1.82, 0.59, -3.42)  0.00
C (1.67, -0.82, -4.01)  0.00
C (0.77, -0.80, -5.27)  0.00
C (0.61, 0.60, -5.85)  0.00
C (1.97, 1.30, -5.86)  0.00
C (2.48, 1.54, -4.43)  0.00
C (2.43, 2.41, -1.21)  0.00
C (3.45, 3.38, -1.86)  0.00
C (4.31, 4.12, -0.84)  0.00
C (3.43, 4.91, 0.14)  0.00
C (2.27, 4.06, 0.69)  0.00
C (2.40, 2.58, 0.32)  0.01
H (6.89, 0.11, -3.15)  0.00
H (8.04, -0.65, -2.07)  0.00
H (6.18, -2.04, -1.10)  0.00
H (6.39, -2.33, -2.81)  0.00
H (3.95, -1.90, -1.88)  0.00
H (4.43, -1.24, -3.43)  0.00
H (4.65, 0.95, -2.62)  0.00
H (5.09, -0.33, 0.07)  0.00
H (4.86, 1.41, -0.08)  0.00
H (7.29, 0.53, -0.19)  0.00
H (6.80, 1.68, -1.42)  0.00
H (0.81, 0.96, -3.24)  0.00
H (1.24, -1.50, -3.27)  0.00
H (2.65, -1.21, -4.27)  0.00
H (-0.20, -1.23, -5.05)  0.00
H (1.23, -1.44, -6.04)  0.00
H (-0.11, 1.19, -5.26)  0.00
H (0.19, 0.55, -6.86)  0.00
H (1.92, 2.25, -6.40)  0.00
H (2.67, 0.67, -6.41)  0.00
H (2.27, 2.57, -4.13)  0.00
H (3.57, 1.44, -4.41)  0.00
H (1.42, 2.69, -1.54)  0.00
H (2.91, 4.12, -2.45)  0.00
H (4.11, 2.86, -2.56)  0.00
H (4.99, 4.80, -1.36)  0.00
H (4.94, 3.42, -0.29)  0.00
H (3.03, 5.78, -0.38)  0.00
H (4.05, 5.30, 0.95)  0.00
H (1.32, 4.41, 0.30)  0.00
H (2.21, 4.14, 1.78)  0.00
H (1.55, 2.05, 0.75)  0.00
H (3.29, 2.15, 0.80)  0.00

(8)
The following is a quantum chemistry calculation of the molecule C4H6N2O at a distorted geometry, from the OMol25 dataset.

Output
* E_HOMO: -10.97 eV
* relative energy (zero: lowest compared OMol25 entry of this formula, charge and spin): 1.8983 eV
* lowest unoccupied orbital energy: 0.49 eV
* spin multiplicity: 1
* orbital gap: 11.46 eV
* structure (SMILES): [H]/N=C(\C#N)OCC

Each line ends with the natural charge from an NBO analysis.
Element x y z (Å)
C (-2.14, 0.23, -0.32)  -0.63
C (-0.80, -0.45, -0.06)  -0.11
O (0.18, 0.60, 0.12)  -0.46
C (1.41, 0.12, -0.05)  0.47
N (1.61, -1.13, -0.20)  -0.68
C (2.44, 1.14, -0.07)  0.20
N (3.32, 1.89, -0.09)  -0.25
H (-2.16, 0.87, -1.21)  0.22
H (-2.95, -0.50, -0.42)  0.22
H (-2.40, 0.88, 0.53)  0.22
H (-0.24, -1.17, -0.72)  0.24
H (-0.85, -1.01, 0.87)  0.18
H (2.54, -1.39, -0.47)  0.37